[1]
77
Properties=species:S:1:pos:R:3 method="wB97M-V/def2-TZVPD" spin_multiplicity=1 smiles="C[N+](=O)[O-].C[N+](=O)[O-].C[N+](=O)[O-].CCCCCC.CCCCCC.ClCCCl.ClCCCl" e_lumo_ev=-0.32 charge=0 energy_ev=-87268.931 gap_ha=0.3834
C -5.56 1.18 -2.77
N -6.32 1.63 -1.54
O -5.65 1.98 -0.59
O -7.56 1.70 -1.59
H -5.31 2.06 -3.35
H -6.14 0.39 -3.25
H -4.61 0.76 -2.44
C 3.41 -1.69 -0.46
N 3.36 -1.49 -1.93
O 2.37 -0.87 -2.29
O 4.34 -1.81 -2.62
H 3.20 -0.75 0.04
H 4.36 -2.21 -0.31
H 2.62 -2.39 -0.19
C 1.58 0.92 2.56
N 2.70 0.18 3.14
O 3.05 0.54 4.26
O 3.25 -0.68 2.41
H 1.78 2.00 2.56
H 0.75 0.85 3.25
H 1.34 0.55 1.56
C -1.20 -1.32 5.61
C 0.10 -1.97 5.10
C -0.14 -2.55 3.76
C -0.94 -3.87 3.81
C -0.85 -4.66 2.51
C -1.75 -5.90 2.41
H -2.01 -2.06 5.61
H -1.37 -0.38 5.09
H -0.88 -0.93 6.58
H 0.90 -1.24 5.04
H 0.41 -2.68 5.86
H 0.82 -2.76 3.28
H -0.55 -1.86 3.01
H -0.66 -4.56 4.61
H -1.97 -3.68 4.12
H -0.94 -3.97 1.66
H 0.19 -4.98 2.42
H -1.75 -6.49 3.33
H -2.72 -5.72 1.94
H -1.21 -6.50 1.67
C 3.80 2.12 -2.25
C 3.62 2.63 -0.85
C 2.82 3.87 -0.79
C 2.95 4.63 0.53
C 1.84 5.71 0.73
C 1.99 6.92 -0.15
H 4.21 1.11 -2.30
H 4.42 2.72 -2.92
H 2.83 1.96 -2.71
H 3.18 1.92 -0.15
H 4.60 2.73 -0.40
H 1.78 3.81 -1.12
H 3.20 4.54 -1.56
H 2.91 3.91 1.34
H 3.94 5.07 0.60
H 0.83 5.29 0.67
H 1.96 6.02 1.77
H 2.64 7.68 0.29
H 2.27 6.56 -1.14
H 1.05 7.46 -0.32
Cl -3.26 -1.76 -3.97
C -3.53 -2.57 -5.59
C -4.41 -1.69 -6.53
Cl -6.04 -1.43 -5.91
H -3.96 -3.56 -5.41
H -2.56 -2.73 -6.06
H -4.53 -2.09 -7.54
H -3.97 -0.71 -6.68
Cl -0.23 -1.01 0.16
C -0.53 -1.33 -1.62
C -0.67 -0.05 -2.45
Cl -2.00 1.02 -1.86
H -1.38 -2.01 -1.72
H 0.34 -1.88 -2.00
H -0.73 -0.28 -3.51
H 0.20 0.62 -2.48

[2]
76
Properties=species:S:1:pos:R:3 method="wB97M-V/def2-TZVPD" spin_multiplicity=1 e_lumo_ev=-2.98 charge=+1 energy_ev=-59590.231 gap_ha=0.3240
C 2.93 -0.49 -1.21
C 1.53 0.20 -1.33
F 1.78 1.59 -1.42
N 0.72 -0.21 -2.51
C 0.17 -1.60 -2.46
C -0.99 -1.81 -1.39
C -1.92 -0.55 -1.12
C -1.33 0.86 -1.57
C -0.40 0.75 -2.84
H 3.26 -0.40 -0.13
H 2.93 -1.60 -1.42
H 3.75 0.01 -1.80
H 0.98 0.02 -0.36
H 1.35 -0.17 -3.33
H -0.16 -1.98 -3.46
H 1.02 -2.28 -2.15
H -0.56 -2.19 -0.42
H -1.66 -2.61 -1.82
H -2.09 -0.52 0.00
H -2.95 -0.64 -1.57
H -2.20 1.53 -1.87
H -0.86 1.36 -0.69
H -0.03 1.75 -3.18
H -0.98 0.23 -3.66
O -7.22 -2.63 -0.94
P -6.90 -2.85 0.53
O -5.87 -4.14 0.38
C -4.55 -3.90 -0.10
C -3.64 -3.41 1.02
O -8.27 -3.68 0.93
C -9.50 -3.41 0.26
C -9.79 -4.48 -0.78
O -6.54 -2.80 2.20
C -7.11 -1.72 2.96
C -8.45 -2.09 3.56
H -4.57 -3.18 -0.93
H -4.18 -4.85 -0.48
H -3.95 -2.42 1.36
H -2.61 -3.35 0.67
H -3.69 -4.07 1.88
H -9.50 -2.41 -0.19
H -10.30 -3.42 1.01
H -8.97 -4.57 -1.50
H -10.71 -4.26 -1.32
H -9.89 -5.46 -0.29
H -7.19 -0.82 2.34
H -6.40 -1.49 3.76
H -9.24 -2.06 2.80
H -8.73 -1.40 4.35
H -8.43 -3.11 3.96
O 7.58 1.68 -0.24
P 7.29 3.14 0.07
O 8.74 3.56 0.74
C 9.86 3.75 -0.12
C 9.84 5.13 -0.74
O 6.44 2.88 1.48
C 5.67 1.70 1.64
C 6.40 0.72 2.53
O 6.80 4.77 0.18
C 5.53 5.11 -0.41
C 4.41 5.02 0.61
H 9.88 2.97 -0.89
H 10.76 3.63 0.49
H 9.00 5.24 -1.43
H 10.76 5.32 -1.30
H 9.73 5.90 0.02
H 5.41 1.25 0.68
H 4.73 1.98 2.12
H 7.39 0.48 2.14
H 5.83 -0.21 2.64
H 6.56 1.14 3.53
H 5.33 4.48 -1.28
H 5.62 6.14 -0.76
H 4.13 3.98 0.78
H 3.52 5.55 0.25
H 4.72 5.44 1.57

[3]
77
Properties=species:S:1:pos:R:3 method="wB97M-V/def2-TZVPD" spin_multiplicity=1 e_lumo_ev="-6.79 / -6.79" charge=+2 energy_ev=-56213.729 gap_ha="0.1871 / 0.1871"
Ir -0.16 0.12 -1.29
N 0.12 -1.99 -1.72
C 1.40 -2.42 -1.08
C 1.82 -3.88 -1.31
C 0.75 -4.98 -1.48
C 0.36 -5.70 -0.18
N -0.15 -4.79 0.85
C -1.40 -4.48 1.12
N -1.63 -3.43 1.93
N -2.43 -5.14 0.60
C 1.25 -1.89 0.35
O 1.28 -2.63 1.32
O 1.02 -0.61 0.35
H -0.67 -2.49 -1.32
H 0.14 -2.21 -2.72
H 2.17 -1.79 -1.52
H 2.50 -4.15 -0.49
H 2.42 -3.87 -2.22
H 1.16 -5.75 -2.13
H -0.14 -4.59 -1.98
H 1.25 -6.17 0.24
H -0.36 -6.49 -0.38
H 0.56 -4.15 1.22
H -0.84 -2.93 2.33
H -2.55 -3.23 2.27
H -2.28 -5.98 0.07
H -3.37 -4.98 0.94
C -0.78 3.63 1.12
C -0.86 2.47 0.19
N 0.15 1.75 -0.14
O 1.29 1.96 0.57
C -2.09 2.06 -0.45
C -3.37 2.81 -0.44
N -1.98 0.89 -1.03
O -2.90 0.33 -1.67
H 0.07 3.54 1.80
H -1.70 3.74 1.70
H -0.64 4.54 0.53
H 2.01 1.51 0.10
H -3.61 3.18 0.55
H -4.18 2.18 -0.79
H -3.30 3.68 -1.11
C 2.34 -2.07 5.10
C 0.90 -1.54 5.04
Sb 0.76 0.02 3.58
C -1.34 0.48 3.84
C -1.75 0.80 5.28
C 1.57 1.62 4.77
C 2.98 1.99 4.31
H 2.42 -2.90 5.81
H 3.03 -1.29 5.43
H 2.67 -2.44 4.13
H 0.59 -1.12 6.00
H 0.19 -2.33 4.78
H -1.90 -0.38 3.45
H -1.54 1.34 3.18
H -1.58 -0.06 5.94
H -2.81 1.06 5.35
H -1.19 1.64 5.68
H 1.57 1.27 5.81
H 0.88 2.46 4.69
H 3.67 1.14 4.38
H 3.40 2.79 4.91
H 2.98 2.33 3.27
C 1.27 0.28 -4.40
P -0.25 0.55 -3.47
C -1.49 -0.46 -4.30
C -0.78 2.21 -3.92
H 1.04 0.47 -5.45
H 1.63 -0.74 -4.30
H 2.06 0.96 -4.07
H -1.54 -0.19 -5.36
H -2.45 -0.28 -3.83
H -1.26 -1.53 -4.23
H -0.84 2.31 -5.01
H -0.09 2.96 -3.53
H -1.77 2.39 -3.50

[4]
71
Properties=species:S:1:pos:R:3 method="wB97M-V/def2-TZVPD" spin_multiplicity=1 e_lumo_ev=2.38 charge=-1 energy_ev=-94053.912 gap_ha=0.2716
C -6.92 -3.90 -1.52
C -5.65 -4.33 -2.26
I -5.79 -6.48 -2.51
C -4.39 -3.86 -1.52
I -3.86 -5.18 0.13
Ga -2.78 -3.47 -2.75
C -1.47 -5.03 -2.90
C -0.14 -4.67 -3.60
C 0.56 -3.44 -3.05
C 0.93 -3.52 -1.57
O 1.21 -4.83 -1.09
H -6.80 -4.15 -0.47
H -7.80 -4.38 -1.92
H -7.02 -2.82 -1.64
H -5.63 -3.89 -3.24
H -4.65 -2.94 -1.02
H -2.05 -2.17 -2.10
H -3.29 -3.03 -4.22
H -1.91 -5.82 -3.50
H -1.23 -5.45 -1.93
H -0.36 -4.46 -4.65
H 0.53 -5.53 -3.61
H -0.07 -2.57 -3.20
H 1.47 -3.27 -3.62
H 0.17 -3.07 -0.94
H 1.83 -2.92 -1.43
H 1.85 -5.23 -1.72
C 4.70 0.85 -0.39
C 3.28 0.40 -0.68
N 2.28 1.38 -0.28
C 0.92 0.85 -0.27
C 0.31 0.41 -1.61
C 2.44 2.71 -0.84
C 2.46 2.85 -2.36
H 4.81 1.13 0.65
H 5.39 0.03 -0.61
H 5.00 1.70 -1.01
H 3.08 -0.51 -0.12
H 3.20 0.13 -1.75
H 0.27 1.59 0.20
H 0.92 -0.01 0.40
H 0.03 1.26 -2.23
H -0.60 -0.17 -1.42
H 0.99 -0.22 -2.18
H 3.37 3.13 -0.44
H 1.65 3.34 -0.42
H 3.10 2.10 -2.84
H 2.86 3.83 -2.63
H 1.47 2.77 -2.80
C -0.78 4.62 5.79
C 0.48 3.98 5.22
N 0.21 3.00 4.19
C 1.35 2.18 3.85
C 2.57 2.86 3.23
C -0.59 3.48 3.07
C -0.06 4.68 2.27
H -1.48 3.86 6.13
H -0.52 5.26 6.64
H -1.28 5.25 5.05
H 0.99 3.46 6.04
H 1.16 4.78 4.88
H 1.01 1.38 3.18
H 1.67 1.67 4.77
H 2.39 3.14 2.19
H 3.42 2.17 3.22
H 2.88 3.75 3.78
H -1.58 3.73 3.44
H -0.74 2.64 2.39
H 0.30 5.48 2.92
H -0.86 5.09 1.65
H 0.76 4.40 1.60

[5]
73
Properties=species:S:1:pos:R:3 method="wB97M-V/def2-TZVPD" spin_multiplicity=1 e_lumo_ev=-3.58 charge=+1 energy_ev=-36260.072 gap_ha=0.2518
C 2.22 -1.13 -0.67
C 3.15 -1.83 0.31
O 3.39 -3.15 -0.13
C 4.10 -3.98 0.76
C 5.59 -3.63 0.92
C 5.99 -2.66 2.06
C 6.73 -1.36 1.69
C 7.89 -1.52 0.72
N 7.44 -1.40 -0.74
H 1.88 -1.85 -1.41
H 1.34 -0.72 -0.16
H 2.71 -0.31 -1.20
H 4.11 -1.30 0.40
H 2.73 -1.86 1.33
H 3.61 -3.98 1.75
H 4.01 -4.97 0.34
H 5.92 -3.28 -0.06
H 6.12 -4.58 1.08
H 5.09 -2.37 2.62
H 6.62 -3.20 2.77
H 7.13 -0.90 2.59
H 6.04 -0.61 1.28
H 8.65 -0.75 0.85
H 8.37 -2.50 0.80
H 7.58 -2.27 -1.26
H 6.44 -1.18 -0.79
H 7.94 -0.66 -1.24
C -1.49 0.37 2.15
O -0.89 1.58 2.55
C 0.36 1.93 2.01
C 0.37 3.12 1.06
O -0.32 2.99 -0.17
C -1.73 2.85 -0.14
C -2.57 4.04 0.31
O -2.34 4.50 1.62
C -1.75 5.77 1.76
H -1.66 -0.26 3.03
H -2.44 0.56 1.66
H -0.84 -0.18 1.45
H 0.83 1.06 1.54
H 0.99 2.24 2.85
H 1.42 3.23 0.75
H 0.09 4.02 1.60
H -2.03 1.94 0.37
H -2.01 2.71 -1.19
H -3.60 3.68 0.25
H -2.47 4.86 -0.41
H -1.44 6.18 0.80
H -0.87 5.70 2.41
H -2.46 6.46 2.23
C -5.72 -3.21 -1.43
O -6.28 -1.97 -1.82
C -6.61 -1.06 -0.79
C -5.79 0.21 -0.73
O -4.40 0.09 -0.47
C -3.56 -0.52 -1.43
C -3.39 0.15 -2.79
O -4.54 0.29 -3.58
C -5.03 1.59 -3.78
H -6.42 -4.01 -1.67
H -4.79 -3.38 -1.98
H -5.51 -3.24 -0.36
H -6.60 -1.57 0.18
H -7.64 -0.72 -0.96
H -6.17 0.74 0.16
H -5.99 0.85 -1.59
H -3.83 -1.58 -1.54
H -2.57 -0.48 -0.98
H -2.70 -0.51 -3.33
H -2.89 1.11 -2.67
H -4.49 2.33 -3.18
H -6.09 1.64 -3.52
H -4.93 1.86 -4.84

[6]
81
Properties=species:S:1:pos:R:3 method="wB97M-V/def2-TZVPD" spin_multiplicity=1 e_lumo_ev=3.86 charge=-2 energy_ev=-140191.480 gap_ha=0.2079
Na 0.83 1.76 -0.25
N 3.34 0.66 -0.31
C 4.32 1.62 0.20
C 3.71 2.88 0.86
O 4.46 3.51 1.64
N 2.48 3.13 0.50
C 1.84 4.28 1.13
C 0.37 4.32 0.66
O -0.02 5.32 0.02
O -0.32 3.28 0.92
H 2.84 0.21 0.45
H 3.78 -0.06 -0.86
H 4.93 1.97 -0.64
H 5.01 1.20 0.94
H 2.32 5.23 0.87
H 1.86 4.19 2.23
C -1.44 4.87 -2.92
As -0.80 3.04 -2.71
C -1.07 2.40 -4.55
C 1.10 3.44 -2.92
H -0.91 5.36 -3.75
H -1.22 5.37 -1.98
H -2.51 4.89 -3.12
H -0.82 3.17 -5.28
H -2.11 2.09 -4.70
H -0.43 1.53 -4.70
H 1.26 3.99 -3.85
H 1.67 2.50 -2.96
H 1.45 4.03 -2.08
S 1.65 -0.65 -3.34
C 0.06 -1.06 -3.51
N -0.93 -0.86 -2.64
C -2.22 -1.34 -3.11
C -1.83 -2.14 -4.36
N -0.48 -1.65 -4.63
H -0.73 -0.61 -1.67
H -2.88 -0.51 -3.35
H -2.71 -1.96 -2.36
H -2.49 -1.94 -5.20
H -1.84 -3.22 -4.16
H 0.16 -2.15 -5.22
C -1.72 -3.69 -0.55
Si -2.07 -2.31 0.72
C -3.56 -1.30 0.09
C -2.88 -3.23 2.17
Si -0.21 -0.94 0.98
Si 1.33 -2.58 1.63
C 2.74 -1.88 2.70
C 2.17 -3.37 0.12
C 0.73 -4.08 2.63
Si -0.66 0.07 3.06
C -0.85 -1.11 4.54
C -2.25 1.08 2.97
C 0.71 1.26 3.55
H -2.64 -4.17 -0.91
H -1.11 -4.47 -0.07
H -1.15 -3.33 -1.41
H -4.37 -1.94 -0.27
H -3.33 -0.57 -0.68
H -3.94 -0.73 0.95
H -3.72 -3.83 1.81
H -3.26 -2.51 2.89
H -2.18 -3.90 2.68
H 3.16 -0.96 2.29
H 3.54 -2.61 2.80
H 2.37 -1.65 3.70
H 2.60 -2.60 -0.53
H 1.44 -3.93 -0.47
H 2.97 -4.05 0.43
H 0.22 -3.76 3.55
H 1.57 -4.72 2.91
H 0.03 -4.68 2.05
H -1.64 -1.84 4.41
H -1.06 -0.52 5.45
H 0.09 -1.64 4.72
H -3.12 0.47 2.71
H -2.12 1.86 2.21
H -2.44 1.57 3.93
H 1.68 0.76 3.64
H 0.48 1.72 4.52
H 0.78 2.05 2.80